Record 1
104
Properties=species:S:1:pos:R:3:mulliken_charge:R:1 method="wB97M-V/def2-TZVPD" homo_lumo_gap_ev=4.78 relative_energy_kj_mol=0.00 e_homo_ha=-0.2799 total_energy_ha=-1981.36504 total_charge=0
C 29.0114 9.1988 29.1403 -1.556
C 27.8664 8.2943 29.5905 1.489
C 28.2288 7.8504 31.0366 -0.807
C 27.1145 6.9976 31.6754 -0.921
C 25.6785 7.7143 31.6028 0.143
C 25.4221 8.5531 30.2866 2.855
N 26.5650 9.0743 29.5371 1.450
O 26.3598 9.9475 28.7369 -0.381
C 24.4719 9.7217 30.7498 -1.371
C 24.5999 7.6155 29.4205 -3.300
C 27.6812 7.1545 28.5086 -2.456
H 28.7873 9.2493 27.9930 0.458
H 30.0189 8.7386 29.2015 0.274
H 28.8869 10.2803 29.4608 0.273
H 28.1219 8.6033 31.8341 0.202
H 29.1561 7.3377 31.1490 0.008
H 27.2123 6.9314 32.7079 1.163
H 27.1572 6.2125 30.9284 -0.265
H 25.6347 8.3581 32.4607 -1.188
H 24.8645 6.9627 31.8302 0.399
H 24.9251 10.6684 31.2597 -0.300
H 23.5779 9.4436 31.4416 0.188
H 24.3864 10.0994 29.7647 0.696
H 25.0383 6.6302 29.4590 -0.153
H 24.3898 8.0470 28.5414 0.970
H 23.6651 7.4766 29.7429 0.909
H 27.6481 7.5757 27.4502 0.294
H 26.9046 6.5091 28.5559 0.783
H 28.4437 6.6212 28.6249 0.904
B 27.0863 12.5809 32.1724 0.242
H 27.9843 12.9371 33.0050 -0.207
H 25.9029 12.7728 32.6596 -0.196
H 27.2464 13.3382 31.2453 -0.298
H 27.5870 11.3787 31.8405 -0.306
N 25.9398 9.9560 34.3235 -0.003
C 26.5449 8.9312 34.9955 -0.443
C 25.5258 7.9635 35.5306 -0.577
C 24.2541 8.5741 35.1744 -0.711
C 24.5340 9.8973 34.5062 -0.662
H 26.3339 10.5974 33.7061 0.196
H 27.6359 8.9213 35.1992 0.427
H 25.8250 7.1058 36.0494 0.550
H 23.2142 8.2527 35.3638 0.369
H 24.0073 10.6227 34.0971 0.743
N 22.1698 8.9839 26.5321 0.134
C 22.1845 9.9871 27.4069 0.270
C 21.5232 9.4749 28.6674 0.012
C 21.0738 8.0878 28.3380 -0.964
C 21.6069 7.7976 27.0183 -0.426
H 22.5956 8.9251 25.7917 0.324
H 22.8094 10.9140 26.9925 -0.314
H 21.5565 10.2631 29.4664 0.140
H 20.5040 7.4289 28.9545 0.454
H 21.7515 6.9102 26.2156 0.333
N 23.4819 10.6141 23.8905 0.012
C 23.8896 9.4277 23.3893 -0.734
C 25.0878 9.0196 24.2639 -0.657
C 25.2059 10.1207 25.2998 -0.082
C 24.1227 11.0582 25.0640 -1.158
H 22.6757 11.0930 23.4382 0.245
H 23.6037 9.1376 22.5597 0.678
H 25.6004 8.0601 24.2197 0.375
H 25.9092 10.0855 26.1041 0.571
H 23.6726 11.9120 25.4659 0.716
N 31.6986 6.0617 31.1199 0.060
C 30.9831 5.4805 32.1263 -0.454
C 30.5225 6.5880 33.1452 -0.381
C 31.1266 7.8310 32.6672 -0.306
C 32.0250 7.3955 31.5027 -0.553
H 32.1179 5.7154 30.3759 0.088
H 30.6852 4.4663 32.0382 0.432
H 29.9331 6.4276 34.0330 0.521
H 31.0189 8.8697 33.0569 0.402
H 32.5971 8.1412 30.7181 0.286
N 29.6274 2.0644 33.0154 -0.027
C 29.3031 2.2172 31.6499 -0.913
C 28.0434 3.1536 31.5536 -0.625
C 27.8003 3.6146 32.9422 -0.548
C 28.7450 2.7902 33.9187 -0.671
H 30.4018 1.5602 33.4042 0.208
H 29.8764 1.8066 30.8783 0.455
H 27.6884 3.4081 30.6635 0.845
H 27.2853 4.3604 33.4055 0.771
H 28.7492 2.5164 34.9236 0.471
N 24.3909 3.1925 26.6176 0.038
C 25.0600 2.0889 27.1140 -0.360
C 25.1812 2.4178 28.6015 -0.704
C 24.8073 3.8611 28.8104 -0.172
C 24.1182 4.2463 27.4782 -0.763
H 24.1198 3.2713 25.7140 0.145
H 25.4069 1.2462 26.5908 0.447
H 25.8591 1.8952 29.4010 0.267
H 24.8896 4.4063 29.7029 0.745
H 23.5313 5.1190 27.2015 0.434
N 24.1407 13.3101 30.0229 0.048
C 23.1274 12.9179 31.0165 -0.605
C 21.8936 12.7577 30.1879 -0.367
C 22.1986 13.1405 28.8330 -0.356
C 23.5958 13.4372 28.7635 -0.630
H 25.0867 13.4863 30.3372 0.181
H 23.2941 12.6598 32.0825 0.383
H 20.9375 12.4433 30.5850 0.511
H 21.3758 13.0070 28.0806 0.386
H 24.2974 13.5928 27.9684 0.503


Record 2
104
Properties=species:S:1:pos:R:3:mulliken_spin:R:1 method="wB97M-V/def2-TZVPD" homo_lumo_gap_ev="3.94 / 4.05" relative_energy_kj_mol=0.00 e_homo_ha="-0.3137 / -0.3176" s2=0.75 total_energy_ha=-9859.25616 total_charge=+1 multiplicity=2
Lu 0.0041 -1.7165 0.5681 0.004
C 5.8616 -3.3615 -0.1948 0.000
Ge 3.9267 -3.3792 -0.2507 0.000
C 3.4166 -4.0872 1.5139 0.000
C 3.4085 -4.7671 -1.5089 0.000
Ge 2.5860 -1.3935 -0.7187 0.000
C 2.9385 -1.4806 -2.6451 0.001
C 4.1052 -0.9090 -3.1298 0.000
C 4.3846 -0.9597 -4.5135 0.000
C 3.4268 -1.5463 -5.4238 0.000
C 2.2393 -2.1344 -4.8577 0.000
C 1.9827 -2.0819 -3.4898 0.000
C 3.3835 0.3417 -0.1599 -0.001
C 3.6009 1.4179 -1.0986 0.000
C 4.2282 2.5654 -0.7099 0.000
C 4.7819 2.6578 0.6028 0.000
C 4.5981 1.6251 1.4945 0.000
C 4.0260 0.4468 1.0885 0.000
H 6.1746 -3.1370 0.8277 0.000
H 6.1647 -2.5051 -0.7373 0.000
H 6.3267 -4.2684 -0.5873 0.000
H 3.4146 -5.1738 1.5223 0.000
H 2.4659 -3.8050 1.8980 0.000
H 4.2233 -3.7534 2.1600 0.000
H 2.6082 -5.4340 -1.0410 0.000
H 4.3690 -5.2439 -1.6928 0.000
H 3.0045 -4.2652 -2.4454 0.000
H 4.7914 -0.4308 -2.3773 0.000
H 5.4454 -0.8870 -4.8553 0.000
H 3.6891 -1.5593 -6.4824 0.000
H 1.5371 -2.7232 -5.4076 0.000
H 1.1983 -2.6753 -3.1766 0.000
H 3.1880 1.3178 -2.1285 0.000
H 4.3274 3.3041 -1.4648 0.000
H 5.3897 3.5141 0.9070 0.000
H 4.8416 1.7078 2.5623 0.000
H 4.0594 -0.4013 1.8410 0.000
C -2.8242 7.3633 0.3351 0.064
Si -1.9496 5.6331 0.0408 0.701
C -0.8333 5.1037 1.5940 0.064
C -1.8016 4.6026 2.7276 -0.045
C 0.1859 4.0045 1.4043 0.039
C -0.0968 6.3873 2.0281 0.010
C -1.0523 5.2535 -1.7379 0.004
C -1.4969 6.3369 -2.7208 -0.012
C -1.5957 3.7903 -2.0570 0.063
C 0.4905 5.2828 -1.7207 0.046
H -2.8734 7.3437 1.4178 0.006
H -3.8150 7.2116 -0.0615 -0.005
H -2.3570 8.2241 -0.2106 0.024
H -2.7430 4.3664 2.2191 0.011
H -2.0357 5.4101 3.4165 0.002
H -1.3045 3.7539 3.2997 0.008
H -0.1555 3.1517 0.8269 -0.015
H 0.4046 3.5975 2.4300 0.004
H 1.1322 4.2077 0.9439 -0.001
H -0.6037 7.3194 1.8827 0.001
H 0.8336 6.5290 1.4180 -0.001
H 0.1725 6.2298 3.0815 0.008
H -2.5396 6.5646 -2.5357 -0.001
H -1.3567 6.0318 -3.7347 0.007
H -0.8754 7.2891 -2.6285 0.001
H -2.6674 3.8613 -2.3964 0.004
H -1.5411 3.1372 -1.1845 -0.001
H -0.9388 3.2365 -2.8064 0.007
H 0.9764 6.1508 -1.2529 -0.010
H 0.8601 5.1429 -2.7578 0.002
H 0.8920 4.3682 -1.2403 0.003
N -4.1989 0.1739 -0.5648 0.009
C -3.1290 -0.2160 -1.5445 0.000
C -1.9577 -0.7522 -0.7960 -0.001
O -2.0275 -1.0265 0.4415 0.001
O -0.8349 -0.8844 -1.4138 0.000
H -3.8848 -0.1740 0.2842 0.000
H -5.1501 -0.2256 -0.7514 0.000
H -4.4266 1.1289 -0.3848 -0.002
H -2.8011 0.6434 -2.1588 0.001
H -3.4462 -0.9861 -2.2559 0.000
C -6.2284 -5.1652 3.2662 0.000
C -5.0094 -4.8335 2.5601 0.001
C -3.9541 -4.1277 3.1688 -0.001
C -2.6849 -4.0365 2.6490 -0.001
C -1.6708 -3.2158 3.4924 0.000
C -2.3625 -4.7295 1.4698 -0.001
C -1.1603 -4.7016 0.6558 0.000
O -0.2324 -3.7692 0.8356 -0.001
C -3.4212 -5.3466 0.8007 -0.001
C -3.2206 -6.0627 -0.4979 0.000
C -4.6868 -5.4392 1.3522 0.001
H -6.2521 -6.3261 3.3481 0.000
H -7.1550 -4.9626 2.7029 0.000
H -6.2212 -4.8065 4.2454 0.000
H -4.1514 -3.6658 4.1567 0.000
H -1.9008 -3.5263 4.5098 0.000
H -1.7012 -2.1309 3.4000 0.000
H -0.6426 -3.5864 3.1673 0.000
H -0.8411 -5.4699 -0.0041 0.000
H -2.8264 -5.4199 -1.3257 0.000
H -4.1776 -6.5419 -0.6807 0.000
H -2.4933 -6.8281 -0.2398 0.000
H -5.4739 -6.0116 0.7741 0.000
Se 0.8207 1.5878 4.1284 0.000
C 0.5594 0.3522 2.9827 0.000
N 0.3358 -0.6218 2.3178 0.000


Record 3
103
Properties=species:S:1:pos:R:3:mulliken_spin:R:1 method="wB97M-V/def2-TZVPD" homo_lumo_gap_ev="7.51 / 6.35" e_homo_ha="-0.3682 / -0.3875" s2=6.01 total_energy_ha=-2268.12428 total_charge=+1 multiplicity=5
Rh -0.1539 -0.0063 -0.1634 2.638
C -1.3195 2.4930 -2.4121 0.025
C -2.5935 1.7145 -2.2181 0.008
C -3.4568 1.5984 -3.2996 -0.012
C -4.6878 0.9806 -3.1631 0.018
C -5.0535 0.4810 -1.9281 -0.011
C -4.2098 0.5591 -0.8219 0.012
C -4.6946 -0.0368 0.4660 0.004
C -2.9550 1.1732 -0.9731 -0.014
N -1.9625 1.1851 0.0592 -0.006
C -2.3004 1.6401 1.2988 0.008
O -3.3130 2.2277 1.6430 0.035
C -1.1566 1.4929 2.2944 -0.019
C -1.1246 1.9327 3.6106 0.001
C 0.1023 1.8995 4.2697 0.000
C 1.2701 1.5126 3.6102 -0.009
C 1.1481 1.0981 2.2948 0.000
N -0.0485 1.0445 1.7385 0.257
C 2.2528 0.7995 1.2896 -0.025
O 3.3447 0.4138 1.6617 0.020
N 1.8199 1.0821 0.0133 0.146
C 2.7996 1.2652 -1.0086 -0.059
C 3.8970 2.1221 -0.7730 0.010
C 4.0820 2.8885 0.5085 0.004
C 4.8428 2.3088 -1.7730 -0.001
C 4.7233 1.6943 -3.0062 0.004
C 3.6099 0.9182 -3.2570 -0.002
C 2.6296 0.7117 -2.2896 0.014
C 1.4233 -0.0630 -2.7544 -0.147
H -1.1058 2.6174 -3.4728 0.001
H -0.4455 2.0193 -1.9574 -0.008
H -1.4187 3.4990 -1.9917 0.002
H -3.1620 2.0165 -4.2545 0.000
H -5.3587 0.8989 -4.0079 0.001
H -6.0188 0.0044 -1.8048 0.000
H -5.4759 -0.7704 0.2679 0.000
H -5.0936 0.7315 1.1284 0.001
H -3.8949 -0.5317 1.0057 0.001
H -2.0242 2.3051 4.0810 0.002
H 0.1600 2.2210 5.3017 0.000
H 2.2389 1.5392 4.0897 0.001
H 3.1270 3.2153 0.9332 0.000
H 4.6810 3.7791 0.3233 0.000
H 4.5745 2.2897 1.2741 0.000
H 5.6867 2.9583 -1.5743 0.000
H 5.4753 1.8396 -3.7698 0.000
H 3.4796 0.4629 -4.2321 0.001
H 1.7202 -0.9452 -3.3213 0.002
H 0.7916 0.5497 -3.4006 0.001
H 0.7697 -0.4284 -1.9447 0.070
N 0.4206 6.1383 -0.4552 0.000
C -0.2242 5.7565 0.7960 0.000
C 0.3495 4.4219 1.2499 -0.003
N 0.3068 3.4877 0.0929 -0.003
H -0.1448 6.7870 -0.9851 0.000
H 0.5003 4.0515 -0.7460 0.000
H 1.3187 6.5789 -0.2976 0.000
H -1.2938 5.6394 0.6110 0.000
H -0.1162 6.4806 1.6073 0.000
H -0.2207 3.9968 2.0731 0.000
H 1.3912 4.5141 1.5558 0.001
H -0.6068 3.0296 -0.0160 -0.008
H 0.9913 2.6899 0.1548 0.013
C -0.3784 -3.2423 -2.5721 0.008
C -1.3249 -3.3456 -1.4178 0.541
C -2.3815 -2.2936 -1.3975 0.290
C -1.6940 -4.7210 -0.9739 -0.014
Si 0.2131 -2.2793 0.6080 -0.073
C 1.8504 -3.2203 0.2564 0.089
C 1.7034 -4.7169 -0.0506 0.033
C 2.7370 -3.0949 1.5148 0.032
C 2.6114 -2.5327 -0.8844 0.070
C -0.6753 -2.8929 2.1947 0.004
C -0.0702 -2.0456 3.3429 0.025
C -0.5151 -4.3732 2.5537 0.024
C -2.1581 -2.5320 2.1706 0.091
H -0.7748 -3.8427 -3.4018 0.017
H 0.6153 -3.6338 -2.3677 0.010
H -0.2849 -2.2151 -2.9234 -0.009
H -2.8963 -2.2569 -2.3667 0.013
H -1.9242 -1.3011 -1.2787 -0.093
H -3.1283 -2.4283 -0.6192 0.018
H -2.2978 -5.1843 -1.7686 0.018
H -2.3074 -4.7237 -0.0755 0.008
H -0.8296 -5.3680 -0.8245 0.008
H 1.2303 -5.2653 0.7646 -0.004
H 2.7035 -5.1375 -0.1931 0.002
H 1.1437 -4.9178 -0.9621 -0.003
H 2.3494 -3.6618 2.3590 -0.001
H 2.9052 -2.0595 1.8178 -0.006
H 3.7179 -3.5114 1.2662 0.003
H 2.0732 -2.5686 -1.8318 0.002
H 3.5700 -3.0383 -1.0334 0.002
H 2.8298 -1.4883 -0.6544 -0.029
H 1.0082 -2.1270 3.4460 -0.003
H -0.5146 -2.3967 4.2799 0.002
H -0.3307 -0.9938 3.2452 -0.022
H 0.5195 -4.6401 2.7665 0.000
H -0.8810 -5.0397 1.7735 -0.005
H -1.0942 -4.5796 3.4591 0.000
H -2.2901 -1.4724 1.9529 -0.031
H -2.5971 -2.7264 3.1540 0.000
H -2.7264 -3.1063 1.4402 0.007


Record 4
127
Properties=species:S:1:pos:R:3:mulliken_charge:R:1 method="wB97M-V/def2-TZVPD" homo_lumo_gap_ev=3.71 e_homo_ha=-0.0718 total_energy_ha=-4796.78725 total_charge=-1
C -1.1735 -3.8641 7.0660 -0.623
C -2.3828 -4.8479 7.1879 -0.592
C -3.1882 -5.0800 5.8634 -0.775
C -2.3278 -5.0596 4.5600 0.500
C -3.1808 -5.3321 3.2579 -1.007
C -2.5185 -4.6568 1.9742 0.043
C -3.4612 -3.5363 1.4115 -1.152
C -3.2766 -2.2357 2.2720 -0.053
C -2.5972 -1.0293 1.5215 -0.607
C -2.1480 -0.0685 2.6985 -0.406
C -1.5039 1.2645 2.1889 0.055
C -0.1656 1.4823 2.9721 -0.975
S 1.2441 0.5307 2.2842 -0.103
C 1.8344 -0.6062 3.6117 -0.065
S 2.7252 -0.0884 4.9117 -0.234
N 1.4783 -1.9836 3.4020 0.373
C 2.3678 -2.6734 2.4551 -0.479
C 3.5765 -3.4453 3.1223 -0.266
O 3.7399 -3.2233 4.5107 -0.423
C 2.5181 -3.5491 5.1500 -0.717
C 1.2715 -2.7270 4.6443 -0.427
B -1.3024 -1.4618 0.6976 0.410
O -1.1167 -0.8805 -0.6188 -0.690
O -0.2944 -2.3792 1.1141 -0.138
H -0.4882 -4.0823 6.2262 -0.133
H -0.5650 -3.9706 7.9986 0.417
H -1.4932 -2.7982 7.0373 0.297
H -3.0747 -4.3987 7.9426 0.280
H -2.0404 -5.8023 7.6534 0.314
H -3.9961 -4.3233 5.7497 0.384
H -3.6597 -6.0899 5.9537 0.240
H -1.8479 -4.0605 4.4899 -0.445
H -1.5240 -5.8337 4.6332 0.351
H -3.1019 -6.4353 3.0988 0.323
H -4.2321 -5.0045 3.3710 0.456
H -2.2580 -5.4493 1.2373 0.555
H -1.5421 -4.2612 2.3422 -0.256
H -4.5052 -3.8951 1.6036 0.499
H -3.3891 -3.3791 0.3176 0.199
H -4.2987 -1.8853 2.5769 0.531
H -2.7190 -2.4349 3.2384 -0.229
H -3.1024 0.1880 3.2324 0.291
H -1.5109 -0.6252 3.4451 -0.078
H -2.1872 2.0914 2.5127 0.028
H -1.4194 1.3513 1.0879 0.281
H 0.0499 2.5682 3.1216 0.473
H -0.3442 1.0939 4.0028 0.388
H 1.7218 -3.3464 1.8410 0.192
H 2.7277 -1.9019 1.7354 0.514
H 3.4236 -4.5350 2.9056 0.261
H 4.4927 -3.1487 2.5650 0.020
H 2.5921 -3.3938 6.2497 0.332
H 2.2902 -4.6407 5.0232 0.398
H 0.4641 -3.4762 4.4296 -0.426
H 0.8523 -2.0876 5.4489 0.818
H -0.3376 -0.3176 -0.6190 0.210
H -0.4372 -2.4803 2.0601 -0.116
C 8.2228 -7.2083 -0.7180 -1.114
C 8.4520 -5.8524 -0.0806 -0.228
O 7.4591 -4.9020 -0.4989 -0.287
C 6.2594 -5.0321 0.0695 0.184
O 5.9722 -5.8601 0.8772 -0.518
C 5.3129 -3.9499 -0.4361 1.071
F 5.3224 -3.8511 -1.7723 -0.273
F 5.6445 -2.7436 0.0372 -0.276
F 4.0575 -4.1713 -0.0756 -0.222
H 8.1858 -7.1164 -1.8051 0.298
H 9.0201 -7.9001 -0.4458 0.380
H 7.2729 -7.6404 -0.4024 0.322
H 9.4128 -5.4536 -0.4053 0.328
H 8.4800 -5.9155 1.0086 0.320
C 4.7496 -1.1334 -3.9582 -1.106
C 6.1291 -1.7594 -3.9330 -0.033
O 6.6699 -1.8859 -5.2632 -0.366
C 7.1234 -0.7634 -5.8144 0.395
O 7.1146 0.3105 -5.2936 -0.528
C 7.6903 -1.0459 -7.2010 0.874
F 6.8516 -1.7691 -7.9489 -0.251
F 8.8391 -1.7295 -7.1275 -0.255
F 7.9448 0.0734 -7.8743 -0.247
H 4.0853 -1.7014 -4.6123 0.366
H 4.3219 -1.1031 -2.9560 0.394
H 4.7839 -0.1188 -4.3449 0.331
H 6.0643 -2.7659 -3.5312 0.192
H 6.8166 -1.2010 -3.2948 0.311
C 3.8647 5.5857 -6.9739 -1.126
C 4.5935 4.2965 -6.6510 -0.183
O 3.8823 3.5238 -5.6716 -0.309
C 2.8077 2.8728 -6.1168 0.371
O 2.4150 2.8916 -7.2434 -0.513
C 2.1688 2.0716 -4.9886 0.851
F 1.9930 2.8060 -3.8875 -0.266
F 2.9324 1.0262 -4.6459 -0.245
F 0.9779 1.5927 -5.3249 -0.246
H 3.6833 6.1587 -6.0628 0.301
H 4.4476 6.1931 -7.6667 0.369
H 2.8920 5.3901 -7.4260 0.324
H 5.5647 4.5252 -6.2131 0.320
H 4.7757 3.6981 -7.5455 0.309
C -4.3589 2.2836 -0.4412 -0.829
C -4.1826 3.6489 0.1939 -0.227
O -5.2357 4.5591 -0.1942 -0.276
C -6.4108 4.3804 0.4015 0.203
O -6.6512 3.5455 1.2175 -0.512
C -7.4099 5.4243 -0.0837 1.074
F -7.4379 5.5186 -1.4192 -0.274
F -7.1106 6.6476 0.3867 -0.270
F -8.6522 5.1552 0.3052 -0.252
H -4.4301 2.3743 -1.5277 0.321
H -3.5211 1.6299 -0.1926 0.089
H -5.2759 1.8021 -0.1028 0.298
H -3.2508 4.0939 -0.1555 0.318
H -4.1210 3.5857 1.2818 0.318
C -6.6460 9.8371 -1.1712 -1.207
C -7.4035 8.8313 -2.0143 0.159
O -8.5601 9.4303 -2.6286 -0.351
C -8.3190 10.2156 -3.6754 0.322
O -7.2383 10.4469 -4.1255 -0.510
C -9.6259 10.7570 -4.2437 0.926
F -10.4117 11.2720 -3.2922 -0.250
F -10.3271 9.7949 -4.8533 -0.254
F -9.4203 11.7183 -5.1401 -0.247
H -7.3088 10.2886 -0.4304 0.328
H -5.8126 9.3569 -0.6585 0.347
H -6.2499 10.6499 -1.7811 0.384
H -7.7724 8.0314 -1.3803 0.009
H -6.7650 8.3739 -2.7720 0.324


Computed max |F|, in the same sequence as the records: 13.32; 6.00; 0.56; 2.54 eV/A.